Entry 1:
Formula: C25H64F10N10O25S10
Source: the OMol25 dataset
Level of theory: the ωB97M-V functional and the def2-TZVPD basis

Last column: Mulliken charge in e.
Atoms and positions in Å:
C (4.480, 3.441, -0.934)  -1.55
C (4.201, 4.083, -2.234)  -0.47
N (2.828, 3.916, -2.781)  1.37
C (2.538, 2.503, -2.964)  -1.55
C (1.864, 4.428, -1.780)  -0.57
C (1.969, 5.857, -1.422)  -1.52
C (2.651, 4.654, -4.033)  -0.41
C (3.775, 4.479, -5.046)  -0.96
O (4.125, 3.181, -5.114)  -0.21
C (5.223, 2.848, -5.937)  -0.88
H (4.239, 2.380, -0.835)  0.23
H (4.209, 4.022, -0.053)  0.30
H (5.577, 3.370, -0.855)  0.46
H (4.895, 3.764, -3.009)  0.44
H (4.358, 5.166, -2.203)  0.62
H (2.561, 2.005, -2.006)  0.42
H (3.185, 2.097, -3.711)  0.41
H (1.497, 2.398, -3.277)  0.43
H (1.874, 3.787, -0.903)  0.46
H (0.884, 4.242, -2.229)  0.45
H (1.179, 6.064, -0.706)  0.42
H (1.681, 6.479, -2.279)  0.38
H (2.945, 6.193, -1.097)  0.30
H (2.615, 5.709, -3.785)  0.20
H (1.695, 4.307, -4.412)  0.37
H (4.584, 5.157, -4.729)  0.43
H (3.349, 4.860, -5.987)  0.46
H (6.047, 3.547, -5.778)  0.39
H (4.909, 2.810, -6.979)  0.27
H (5.529, 1.868, -5.590)  0.27
C (-7.343, 4.023, 2.423)  -1.26
C (-6.030, 4.392, 3.077)  -0.19
N (-4.977, 4.880, 2.128)  0.44
C (-5.572, 5.843, 1.190)  -1.29
C (-3.848, 5.570, 2.800)  -0.17
C (-4.277, 6.644, 3.808)  -1.41
C (-4.491, 3.734, 1.342)  -0.82
C (-3.259, 4.023, 0.552)  0.02
O (-2.123, 3.764, 1.241)  -0.45
C (-1.836, 2.397, 1.368)  -0.55
H (-7.332, 3.108, 1.833)  0.33
H (-7.731, 4.777, 1.733)  0.33
H (-8.112, 3.960, 3.192)  0.43
H (-5.638, 3.519, 3.591)  0.34
H (-6.171, 5.232, 3.745)  0.32
H (-6.137, 5.343, 0.412)  0.53
H (-4.767, 6.332, 0.641)  0.40
H (-6.144, 6.599, 1.707)  0.41
H (-3.206, 5.982, 2.033)  0.39
H (-3.312, 4.779, 3.325)  0.27
H (-3.407, 7.201, 4.156)  0.42
H (-4.734, 6.228, 4.708)  0.41
H (-4.978, 7.388, 3.419)  0.33
H (-5.311, 3.374, 0.731)  0.29
H (-4.262, 2.951, 2.064)  0.49
H (-3.243, 4.985, 0.041)  0.55
H (-3.330, 3.337, -0.309)  -0.34
H (-2.644, 1.774, 1.814)  0.32
H (-0.963, 2.315, 1.991)  0.33
H (-1.771, 1.857, 0.407)  0.23
C (-5.263, -3.635, -0.475)  -1.14
C (-4.397, -2.917, -1.381)  0.50
O (-3.980, -3.315, -2.319)  -0.26
N (-4.226, -1.467, -1.130)  0.39
H (-4.251, -0.869, -2.019)  0.30
H (-5.025, -1.058, -0.621)  0.46
C (-2.938, -1.168, -0.461)  -0.07
H (-5.395, -4.656, -0.810)  0.34
H (-6.259, -3.227, -0.291)  0.38
H (-4.768, -3.660, 0.507)  0.21
H (-3.111, -1.344, 0.595)  0.22
H (-2.706, -0.120, -0.608)  -0.25
H (-2.069, -1.730, -0.759)  0.20
C (1.311, -1.547, -2.248)  -0.87
C (0.984, -1.192, -0.827)  0.62
O (0.705, -0.138, -0.436)  -0.67
N (1.105, -2.265, 0.121)  2.27
H (0.171, -2.379, 0.654)  -0.11
H (1.357, -3.220, -0.334)  -0.24
C (2.221, -2.096, 1.140)  -0.56
H (2.330, -1.964, -2.287)  0.16
H (1.286, -0.619, -2.799)  0.32
H (0.603, -2.264, -2.671)  0.23
H (1.953, -2.616, 2.045)  -0.06
H (2.303, -1.033, 1.332)  0.48
H (3.133, -2.483, 0.699)  0.17
C (0.177, -5.411, 4.612)  -0.65
C (0.224, -6.814, 4.081)  0.56
O (-0.469, -7.705, 4.405)  -0.53
N (1.370, -7.124, 3.191)  0.39
H (2.286, -6.773, 3.663)  0.36
H (1.322, -8.150, 3.101)  0.41
C (1.205, -6.596, 1.833)  -1.11
H (0.456, -4.630, 3.910)  -0.19
H (0.941, -5.366, 5.408)  0.48
H (-0.773, -5.249, 5.099)  0.37
H (0.267, -6.924, 1.412)  0.43
H (2.053, -6.955, 1.254)  0.56
H (1.291, -5.516, 1.867)  0.10
N (3.362, -5.852, 4.613)  -0.23
S (4.486, -4.650, 4.324)  0.81
O (5.708, -5.101, 3.786)  -0.55
O (4.508, -3.536, 5.188)  -0.56
F (3.653, -4.103, 3.044)  -0.13
S (4.215, -6.662, 5.707)  1.01
O (4.436, -6.012, 6.943)  -0.58
O (5.105, -7.647, 5.225)  -0.57
F (2.923, -7.635, 6.193)  -0.37
N (6.716, 0.131, -1.542)  -0.48
S (6.380, -1.170, -0.629)  0.99
O (7.384, -2.150, -0.643)  -0.66
O (5.031, -1.644, -0.561)  -0.27
F (6.594, -0.467, 0.782)  -0.30
S (5.643, 0.070, -2.700)  1.12
O (4.338, 0.514, -2.409)  -0.31
O (5.767, -1.004, -3.598)  -0.67
F (6.178, 1.304, -3.602)  -0.35
N (-1.095, -2.342, 2.023)  -0.31
S (-2.270, -3.505, 2.198)  0.55
O (-3.605, -3.119, 2.338)  -0.60
O (-1.786, -4.689, 2.743)  -0.40
F (-2.194, -3.854, 0.635)  -0.18
S (-1.260, -1.436, 3.326)  0.87
O (-1.392, -2.155, 4.540)  -0.65
O (-2.059, -0.274, 3.224)  -0.61
F (0.223, -0.910, 3.425)  -0.26
N (-4.547, 0.300, -3.339)  -0.49
S (-3.171, 1.120, -3.472)  0.83
O (-3.181, 2.290, -4.241)  -0.57
O (-1.940, 0.436, -3.325)  -0.44
F (-3.288, 1.775, -1.915)  -0.29
S (-4.825, 0.131, -4.973)  0.97
O (-3.697, -0.272, -5.715)  -0.53
O (-5.703, 1.073, -5.487)  -0.55
F (-5.722, -1.163, -4.878)  -0.26
N (1.992, -4.599, -0.900)  -0.32
S (3.380, -5.220, -1.371)  1.02
O (3.962, -4.517, -2.432)  -0.56
O (3.471, -6.629, -1.373)  -0.69
F (4.245, -4.830, -0.102)  -0.20
S (0.927, -5.436, -1.892)  0.93
O (0.357, -6.614, -1.325)  -0.60
O (1.068, -5.315, -3.292)  -0.59
F (-0.258, -4.357, -1.490)  -0.25

The value obtained for the LUMO energy is -1.34 eV. The orbital gap comes out at 7.67 eV. The calculation puts the highest occupied orbital energy at -9.006 eV. The calculation puts the calculated total energy at -8399.7501 Eh.

=====

Entry 2:
Formula: C25H67Cl8N11O12P2
Source: the OMol25 dataset
Level of theory: the ωB97M-V functional and the def2-TZVPD basis

Last column: Mulliken charge in e.
Atoms and positions in Å:
O (2.594, -2.845, -31.971)  -0.78
P (2.278, -1.377, -32.113)  0.50
N (3.703, -0.403, -32.076)  0.43
C (4.937, -0.892, -31.335)  -0.83
C (3.795, 0.998, -32.621)  -0.90
N (1.382, -0.603, -30.844)  0.31
C (1.361, -1.236, -29.481)  -1.01
C (1.148, 0.860, -30.729)  -0.84
N (1.397, -1.057, -33.557)  0.28
C (2.009, -1.372, -34.798)  -1.05
C (-0.011, -0.668, -33.633)  -0.98
H (5.826, -0.817, -31.961)  0.45
H (4.955, -1.953, -31.084)  0.42
H (5.013, -0.293, -30.427)  -0.01
H (2.770, 1.274, -32.867)  0.40
H (4.193, 0.913, -33.632)  0.40
H (4.362, 1.617, -31.925)  0.04
H (1.834, -2.218, -29.495)  0.40
H (1.846, -0.612, -28.731)  0.28
H (0.327, -1.247, -29.134)  0.41
H (1.855, 1.351, -30.060)  0.01
H (1.101, 1.395, -31.677)  0.38
H (0.249, 0.960, -30.121)  0.54
H (3.082, -1.451, -34.622)  0.30
H (1.652, -2.256, -35.325)  0.34
H (1.844, -0.605, -35.555)  0.38
H (-0.177, 0.273, -34.157)  0.36
H (-0.492, -0.649, -32.655)  0.28
H (-0.718, -1.328, -34.136)  0.36
O (7.432, 2.083, -29.289)  -0.49
P (6.832, 3.318, -28.733)  -0.20
N (5.538, 3.042, -27.619)  0.55
C (5.902, 2.318, -26.415)  -0.34
C (4.223, 2.607, -28.179)  -0.57
N (6.137, 4.394, -29.944)  0.72
C (6.463, 4.106, -31.320)  -0.61
C (5.417, 5.644, -29.752)  -1.17
N (7.990, 4.466, -27.925)  0.89
C (7.559, 5.745, -27.294)  -1.22
C (9.233, 3.881, -27.310)  -1.06
H (6.322, 2.960, -25.640)  0.27
H (6.405, 1.353, -26.483)  -0.20
H (4.988, 2.089, -25.867)  0.09
H (3.477, 3.277, -28.604)  -0.41
H (3.705, 2.068, -27.385)  0.49
H (4.409, 1.695, -28.747)  0.11
H (7.481, 3.718, -31.355)  0.24
H (5.788, 3.303, -31.618)  -0.33
H (6.281, 4.980, -31.944)  0.49
H (4.684, 5.955, -30.497)  0.39
H (4.911, 5.651, -28.787)  0.36
H (6.143, 6.456, -29.805)  0.31
H (8.067, 5.848, -26.335)  0.60
H (7.650, 6.599, -27.965)  0.21
H (6.484, 5.700, -27.125)  0.21
H (9.555, 3.104, -28.003)  -0.04
H (8.948, 3.478, -26.339)  0.41
H (9.986, 4.647, -27.123)  0.49
C (1.097, 5.955, -29.826)  -0.85
N (1.520, 4.908, -28.921)  0.83
O (1.106, 3.751, -29.087)  -0.43
O (2.153, 5.347, -27.950)  -0.42
H (2.016, 6.367, -30.243)  0.27
H (0.386, 6.610, -29.321)  0.31
H (0.480, 5.536, -30.620)  0.32
C (0.165, 1.834, -26.569)  -0.41
N (-1.049, 1.032, -26.463)  0.87
O (-2.188, 1.526, -26.700)  -0.54
O (-0.870, -0.129, -26.099)  -0.52
H (0.053, 2.770, -27.116)  0.16
H (0.954, 1.154, -26.891)  0.10
H (0.354, 2.223, -25.568)  0.36
C (6.714, -0.919, -28.160)  -0.38
N (7.320, -2.305, -27.953)  0.86
O (7.566, -2.689, -26.730)  -0.53
O (7.519, -3.050, -28.908)  -0.54
H (7.031, -0.642, -29.165)  -0.05
H (7.110, -0.245, -27.400)  0.18
H (5.648, -1.139, -28.113)  0.38
C (2.961, 0.938, -22.454)  -0.64
N (3.282, 0.801, -23.959)  0.76
O (2.447, 1.075, -24.814)  -0.46
O (4.288, 0.177, -24.295)  -0.44
H (2.109, 1.604, -22.319)  0.33
H (3.791, 1.456, -21.974)  0.09
H (2.790, 0.016, -21.898)  0.33
C (6.571, 3.299, -21.005)  -0.84
N (6.756, 3.260, -22.441)  0.91
O (7.355, 4.120, -22.928)  -0.50
O (6.276, 2.324, -23.121)  -0.49
H (5.802, 4.045, -20.804)  0.29
H (7.566, 3.525, -20.622)  0.34
H (6.250, 2.287, -20.757)  0.29
Cl (11.961, 4.199, -24.561)  -0.18
C (12.490, 2.858, -25.598)  -0.40
C (13.376, 3.321, -26.764)  -0.56
Cl (12.589, 4.490, -27.821)  -0.10
H (11.604, 2.321, -25.939)  0.17
H (13.075, 2.239, -24.917)  0.41
H (13.805, 2.530, -27.379)  0.29
H (14.251, 3.786, -26.309)  0.41
Cl (10.317, 0.841, -33.349)  -0.21
C (10.838, 0.154, -31.809)  -0.36
C (9.940, 0.588, -30.662)  0.20
Cl (10.831, 1.127, -29.181)  -0.17
H (11.833, 0.586, -31.697)  0.25
H (11.031, -0.908, -31.963)  0.40
H (9.401, -0.287, -30.299)  0.22
H (9.250, 1.402, -30.886)  -0.34
Cl (10.406, 7.338, -30.767)  -0.22
C (10.186, 5.519, -30.500)  0.43
C (11.369, 4.727, -31.041)  -0.17
Cl (11.592, 4.940, -32.836)  -0.20
H (9.307, 5.154, -31.030)  0.10
H (9.910, 5.484, -29.446)  -0.40
H (11.253, 3.672, -30.791)  0.03
H (12.339, 4.914, -30.579)  0.36
Cl (4.230, 6.394, -24.521)  -0.16
C (5.723, 7.304, -24.302)  0.11
C (5.640, 8.717, -24.813)  -0.56
Cl (5.578, 8.740, -26.515)  -0.15
H (6.505, 6.703, -24.765)  -0.22
H (5.981, 7.317, -23.243)  0.35
H (6.506, 9.339, -24.586)  0.30
H (4.815, 9.345, -24.477)  0.36

Its spin multiplicity is 2. The value obtained for the LUMO energy (spin up / spin down) is -2.84 / -6.76 eV. As for the expectation value of S²: 0.76. The orbital gap (spin up / spin down) comes out at 7.48 / 3.56 eV. The calculation puts the highest occupied orbital energy (spin up / spin down) at -10.321 / -10.321 eV. The calculation puts the calculated total energy at -6861.3905 Eh. As for the charge: +1.

=====

> Which value of calculated total energy does entry 1 give?

-8399.7501 Eh

=====

> Which of these has the lowest calculated total energy?

C25H64F10N10O25S10